A structure of composition C4H8O2 in a non-equilibrium geometry, computed with ωB97M-V with the def2-TZVPD basis set.

```
14
Properties=species:S:1:pos:R:3:forces:R:3:nbo_charge:R:1
O 2.13282 0.86043 0.53986 0.3 -0.2 0.1 -0.7084
C 1.20196 -0.09445 0.13227 -0.2 -1.7 1.0 -0.0046
C -0.19785 0.39500 0.17449 0.2 -0.3 0.2 -0.3358
C -1.27677 0.75927 -0.85183 0.2 0.1 0.0 -0.0576
O -2.18747 -0.18517 -0.22729 0.2 -0.3 0.9 -0.5260
C -0.97514 -0.87280 0.34169 0.8 -0.5 0.5 -0.0578
H 3.01306 0.49543 0.40182 0.0 0.1 0.1 0.4721
H 0.98646 -1.08327 1.02018 1.9 2.4 -2.3 0.1057
H 1.48210 -0.54140 -0.83977 -0.2 0.0 0.5 0.1754
H -0.32236 1.01931 1.07040 -0.1 -0.2 -0.2 0.2202
H -1.65849 1.78604 -0.83024 0.0 -0.3 0.0 0.1931
H -1.00095 0.48104 -1.88102 -0.3 -0.1 0.2 0.1693
H -0.42016 -1.34869 1.33422 -3.4 0.7 -0.9 0.1878
H -0.77720 -1.67074 -0.38478 0.4 0.2 -0.1 0.1664
```
Positions in Å, forces in eV/Å.

As for the energy above the lowest of the compared OMol25 structures with the same formula, charge and spin: 109.9 kcal/mol. The multiplicity is 1. For the electronic energy, the calculation gives -307.53736 a.u. As for the orbital gap: 0.38518 Ha.

=====

A cluster of 2 separate species, CH8N5O in total in a non-equilibrium geometry, computed with ωB97M-V with the def2-TZVPD basis set.

```
15
Properties=species:S:1:pos:R:3:forces:R:3:nbo_charge:R:1
C -1.39833 0.30098 0.16572 1.5 -0.2 -0.5 0.7946
N -2.33036 -0.57653 0.57430 4.1 -0.2 -0.7 -0.8004
N 0.48764 -1.54709 -0.64893 -0.1 -0.5 -1.7 -0.6679
N 2.03960 1.26174 0.51577 -0.6 2.1 0.2 -0.6001
N 0.50148 -0.42628 0.15393 -4.0 1.1 0.5 -0.2037
N 1.15414 0.71437 -0.47817 3.7 -3.3 0.4 -0.2543
O -1.46800 1.39459 -0.30204 0.3 -0.7 0.5 -0.5484
H -2.04075 -1.48030 0.91300 -0.3 0.1 0.2 0.4272
H -3.20805 -0.21845 0.72705 -2.6 0.7 0.4 0.4331
H 0.12105 -1.32446 -1.61466 0.0 -1.1 1.4 0.3578
H 0.02776 -2.34905 -0.14458 0.8 1.3 -1.0 0.4054
H 2.27653 0.51849 1.14835 0.2 -0.8 -0.1 0.3941
H 1.49689 1.90965 1.11849 0.3 -0.3 -0.8 0.3824
H 1.82349 0.44946 -1.29816 -1.5 0.0 1.5 0.4433
H 0.51690 1.37287 -0.83008 -1.8 1.7 -0.4 0.4370
```
Positions in Å, forces in eV/Å.

As for the energy above the lowest of the compared OMol25 structures with the same formula, charge and spin: 43.4 kcal/mol. The multiplicity is 1. For the electronic energy, the calculation gives -391.53062 a.u. As for the orbital gap: 0.34948 Ha. As for the net charge: +1.

=====

A structure of composition C6H9NO in a non-equilibrium geometry, computed with ωB97M-V with the def2-TZVPD basis set.

```
17
Properties=species:S:1:pos:R:3:forces:R:3:nbo_charge:R:1
C 1.23641 0.26969 1.07604 -0.3 0.7 1.3 -0.6498
C 0.45969 -0.34478 -0.05759 -0.1 -0.2 -0.2 0.2319
C 0.97530 0.22547 -1.39009 1.0 -0.2 -0.3 -0.2298
C -0.80562 0.32878 -0.45946 -1.0 -0.3 0.3 -0.1028
C -1.72425 -0.08430 0.69249 0.8 0.0 0.0 -0.3193
C -1.18817 -1.28660 0.99762 -0.7 0.5 0.1 0.1305
H 2.21012 -0.22216 1.23768 -0.4 0.1 -0.2 0.2204
H 1.39361 1.33850 0.88472 0.1 -0.3 0.0 0.2362
H 0.63907 0.22881 2.02181 0.6 -0.2 -0.7 0.2212
H 0.69239 -0.42423 -2.21804 0.0 0.1 -0.2 0.1906
H 2.03959 0.50897 -1.45023 -0.4 -0.1 0.0 0.1996
H -0.41544 1.71503 -1.95954 -0.2 0.2 -0.5 0.3609
H -1.28432 -0.24742 -1.26798 0.4 -0.1 -0.3 0.1637
H -2.68056 0.30591 0.99570 0.0 -0.1 0.2 0.2314
H -1.55808 -2.03456 1.67425 -0.2 -0.2 0.0 0.2017
N 0.02865 1.35925 -1.13739 0.0 0.2 0.5 -0.5953
O -0.01838 -1.63638 0.36001 0.5 -0.2 0.0 -0.4909
```
Positions in Å, forces in eV/Å.

As for the energy above the lowest of the compared OMol25 structures with the same formula, charge and spin: 84.3 kcal/mol. The multiplicity is 1. For the electronic energy, the calculation gives -363.88997 a.u. As for the orbital gap: 0.35256 Ha.

=====

The molecule C6H10O, computed with ωB97M-V with the def2-TZVPD basis set.

```
17
Properties=species:S:1:pos:R:3:forces:R:3:nbo_charge:R:1
O 0.94526 1.95806 1.10342 -0.5 0.0 -0.1 -0.5329
C -0.25738 1.87286 1.01219 0.3 0.1 0.1 0.4509
C -1.03238 0.59335 1.23170 0.0 0.0 0.0 -0.5125
C -0.17630 -0.62963 0.91859 0.0 0.0 0.0 -0.4089
C -0.32264 -0.93119 -0.56070 -0.2 0.1 0.0 -0.2255
C 0.10724 0.04033 -1.65273 0.3 -0.3 -0.1 -0.4424
C 0.81899 -1.29695 -1.43909 0.1 0.0 -0.2 -0.4125
H -0.86226 2.76796 0.76117 0.1 0.0 0.1 0.1090
H -1.40665 0.60938 2.26447 0.1 0.1 -0.1 0.2376
H -1.91628 0.60489 0.58134 0.1 0.1 0.2 0.2187
H -0.48775 -1.49315 1.52081 0.0 0.1 -0.2 0.2133
H 0.86501 -0.41726 1.18721 -0.2 0.0 -0.1 0.2299
H -1.25381 -1.45318 -0.78423 0.1 0.2 0.0 0.2088
H -0.54848 0.17324 -2.51725 0.2 -0.3 0.3 0.2140
H 0.68434 0.94512 -1.45709 -0.2 -0.4 0.4 0.2248
H 0.68666 -2.10487 -2.15390 0.0 0.2 0.0 0.2126
H 1.80672 -1.27431 -0.97893 -0.2 0.1 -0.2 0.2148
```
Positions in Å, forces in eV/Å.

As for the energy above the lowest of the compared OMol25 structures with the same formula, charge and spin: 19.6 kcal/mol. The multiplicity is 1. For the electronic energy, the calculation gives -309.81113 a.u. As for the orbital gap: 0.40223 Ha. As for the SMILES: O=CCCC1CC1.